Entry 1:
26
Properties=species:S:1:pos:R:3:mulliken_charge:R:1 method="wB97M-V/def2-TZVPD" e_tot_ev=-10628.11032 homo_lumo_gap_ev=9.84 charge=0 e_homo_ev=-8.93 smiles=CCc1ccccc1.CC e_above_lowest_kcal_mol=37.7
C -1.731 0.696 0.276 -0.457
C 1.827 1.542 0.453 -0.266
C 0.280 -2.444 -1.903 -0.395
C -0.794 -0.316 -1.943 -0.369
C -2.741 -0.193 1.059 -1.123
C -0.205 -1.370 -2.642 -0.540
C 2.588 2.020 1.711 -1.183
C -0.882 -0.291 -0.573 0.693
C 0.271 -2.422 -0.511 -0.659
C -0.207 -1.266 0.161 -0.459
H -1.143 0.479 -2.603 0.303
H 1.001 2.243 0.486 0.175
H -2.234 -0.413 1.995 0.366
H -3.031 -1.092 0.490 0.279
H 3.472 1.443 2.026 0.330
H -0.195 -1.276 1.238 0.401
H -0.335 -1.356 -3.712 0.381
H 1.667 0.496 0.682 0.033
H -2.255 1.371 -0.398 0.439
H 3.104 2.972 1.562 0.346
H 0.710 -3.327 -2.396 0.326
H -3.634 0.430 1.115 0.366
H -0.959 1.218 0.899 0.056
H 0.810 -2.947 0.243 0.346
H 2.050 2.202 2.654 0.327
H 2.567 1.601 -0.368 0.284

Entry 2:
26
Properties=species:S:1:pos:R:3:mulliken_charge:R:1 method="wB97M-V/def2-TZVPD" e_tot_ev=-10629.18420 homo_lumo_gap_ev=10.01 charge=0 e_homo_ev=-8.96 smiles=CCc1ccccc1.CC e_above_lowest_kcal_mol=12.9
C 3.486 -1.867 -1.012 -1.396
C 0.857 -1.317 0.248 -0.239
C -2.503 1.985 2.649 -0.740
C -1.353 -0.391 0.127 -0.663
C -2.888 2.752 1.395 -0.839
C -1.006 0.313 -1.005 -0.585
C 2.582 -0.736 -1.524 -0.218
C -0.410 -1.162 0.792 -0.675
C 1.201 -0.632 -0.911 0.531
C 0.286 0.227 -1.515 -0.522
H 3.784 -1.665 0.016 0.322
H -1.711 0.863 -1.608 0.433
H -2.359 -0.544 0.412 0.594
H 2.884 -2.777 -0.905 0.364
H -2.179 0.948 2.585 0.197
H 3.084 0.222 -1.348 0.281
H 2.521 -0.849 -2.607 0.351
H 0.520 0.851 -2.367 0.369
H -2.036 2.868 0.737 0.230
H -3.683 2.329 0.776 0.270
H -3.289 1.959 3.417 0.300
H 4.318 -2.044 -1.684 0.353
H -1.737 2.556 3.175 0.258
H -3.261 3.714 1.739 0.341
H -0.600 -1.562 1.771 0.377
H 1.588 -1.974 0.689 0.307

Entry 3:
26
Properties=species:S:1:pos:R:3:mulliken_charge:R:1 method="wB97M-V/def2-TZVPD" e_tot_ev=-10626.24879 homo_lumo_gap_ev=9.61 charge=0 e_homo_ev=-8.65 smiles=CCc1ccccc1.CC e_above_lowest_kcal_mol=80.6
C -0.885 -2.827 -0.185 -1.664
C -0.241 0.047 1.508 -0.539
C -0.233 -1.464 -0.583 -0.411
C -1.851 1.846 1.614 -0.509
C -2.568 1.282 0.533 -0.443
C 2.789 1.018 -1.884 -0.918
C 2.375 0.785 -0.378 -0.476
C -2.128 0.115 -0.136 -0.400
C -0.960 -0.486 0.360 0.452
C -0.702 1.129 2.155 -0.536
H 2.528 1.998 -2.268 0.262
H 1.785 1.629 0.030 0.251
H -0.517 1.392 3.268 0.249
H -0.331 -1.350 -1.711 0.367
H -1.040 -3.066 0.854 0.424
H 0.899 -1.386 -0.417 0.499
H -2.202 2.673 2.227 0.375
H 0.509 -0.583 1.660 0.718
H -1.807 -3.072 -0.274 0.614
H 1.536 0.072 -0.349 -0.397
H 3.867 0.858 -2.024 0.273
H -0.279 -3.517 -0.706 0.352
H 3.160 0.827 0.372 0.464
H -2.606 -0.106 -1.079 0.382
H -3.347 1.831 -0.012 0.300
H 2.250 0.354 -2.577 0.312

Entry 4:
26
Properties=species:S:1:pos:R:3:mulliken_charge:R:1 method="wB97M-V/def2-TZVPD" e_tot_ev=-10629.47127 homo_lumo_gap_ev=10.07 charge=0 e_homo_ev=-9.09 smiles=Cc1ccccc1.CCC e_above_lowest_kcal_mol=6.3
C -2.259 -1.947 -0.568 -1.214
C 1.720 1.428 1.832 -1.321
C -3.201 -0.543 1.348 -1.333
C 0.737 1.184 -0.470 -0.543
C 1.846 1.023 0.371 0.855
C 0.771 0.728 -1.770 -0.337
C 3.020 0.540 -0.168 -0.496
C -1.956 -0.939 0.554 0.522
C 1.949 0.228 -2.294 -0.580
C 3.078 0.190 -1.508 -0.404
H -2.953 0.154 2.147 0.348
H -3.957 -0.074 0.717 0.337
H -1.458 -0.069 0.138 -0.253
H -0.107 0.852 -2.391 0.415
H 1.297 2.433 1.890 0.356
H 3.901 0.438 0.452 0.345
H -3.675 -1.433 1.748 0.341
H 1.098 0.713 2.354 0.264
H 2.706 1.542 2.279 0.386
H 1.977 -0.043 -3.341 0.366
H -3.212 -1.664 -1.023 0.293
H 4.005 -0.112 -1.987 0.354
H -1.481 -1.938 -1.325 0.327
H -2.425 -2.959 -0.194 0.340
H -1.280 -1.401 1.277 0.256
H -0.143 1.666 -0.068 0.380

Repeat the fourth record exactly.
26
Properties=species:S:1:pos:R:3:mulliken_charge:R:1 method="wB97M-V/def2-TZVPD" e_tot_ev=-10629.47127 homo_lumo_gap_ev=10.07 charge=0 e_homo_ev=-9.09 smiles=Cc1ccccc1.CCC e_above_lowest_kcal_mol=6.3
C -2.259 -1.947 -0.568 -1.214
C 1.720 1.428 1.832 -1.321
C -3.201 -0.543 1.348 -1.333
C 0.737 1.184 -0.470 -0.543
C 1.846 1.023 0.371 0.855
C 0.771 0.728 -1.770 -0.337
C 3.020 0.540 -0.168 -0.496
C -1.956 -0.939 0.554 0.522
C 1.949 0.228 -2.294 -0.580
C 3.078 0.190 -1.508 -0.404
H -2.953 0.154 2.147 0.348
H -3.957 -0.074 0.717 0.337
H -1.458 -0.069 0.138 -0.253
H -0.107 0.852 -2.391 0.415
H 1.297 2.433 1.890 0.356
H 3.901 0.438 0.452 0.345
H -3.675 -1.433 1.748 0.341
H 1.098 0.713 2.354 0.264
H 2.706 1.542 2.279 0.386
H 1.977 -0.043 -3.341 0.366
H -3.212 -1.664 -1.023 0.293
H 4.005 -0.112 -1.987 0.354
H -1.481 -1.938 -1.325 0.327
H -2.425 -2.959 -0.194 0.340
H -1.280 -1.401 1.277 0.256
H -0.143 1.666 -0.068 0.380

Repeat the third record exactly.
26
Properties=species:S:1:pos:R:3:mulliken_charge:R:1 method="wB97M-V/def2-TZVPD" e_tot_ev=-10626.24879 homo_lumo_gap_ev=9.61 charge=0 e_homo_ev=-8.65 smiles=CCc1ccccc1.CC e_above_lowest_kcal_mol=80.6
C -0.885 -2.827 -0.185 -1.664
C -0.241 0.047 1.508 -0.539
C -0.233 -1.464 -0.583 -0.411
C -1.851 1.846 1.614 -0.509
C -2.568 1.282 0.533 -0.443
C 2.789 1.018 -1.884 -0.918
C 2.375 0.785 -0.378 -0.476
C -2.128 0.115 -0.136 -0.400
C -0.960 -0.486 0.360 0.452
C -0.702 1.129 2.155 -0.536
H 2.528 1.998 -2.268 0.262
H 1.785 1.629 0.030 0.251
H -0.517 1.392 3.268 0.249
H -0.331 -1.350 -1.711 0.367
H -1.040 -3.066 0.854 0.424
H 0.899 -1.386 -0.417 0.499
H -2.202 2.673 2.227 0.375
H 0.509 -0.583 1.660 0.718
H -1.807 -3.072 -0.274 0.614
H 1.536 0.072 -0.349 -0.397
H 3.867 0.858 -2.024 0.273
H -0.279 -3.517 -0.706 0.352
H 3.160 0.827 0.372 0.464
H -2.606 -0.106 -1.079 0.382
H -3.347 1.831 -0.012 0.300
H 2.250 0.354 -2.577 0.312